Below is 2 unconnected molecules or ions with the total composition H3NOP2 in a non-equilibrium geometry, with properties calculated with ωB97M-V/def2-TZVPD.

Structure (ORCA input):
```
! RIJCOSX wB97M-V def2-TZVPD def2/J DEFGRID3
* xyz 0 1
P 0.46954 0.72513 -1.11753
P -0.78489 -0.72450 0.21755
O 0.83021 0.10387 -3.64539
N 0.38941 0.12452 -2.53187
H 1.42361 1.60402 0.64075
H -1.67969 0.52171 0.31300
H -0.16596 -0.12958 1.29276
*
```

Molecular weight ... 94.98 g/mol
Energy above the lowest of the compared OMol25 structures with the same formula, charge and spin ... 293.3 kJ/mol
HOMO energy (spin up / spin down) ... -8.6815 / -9.1659 eV
Orbital gap (spin up / spin down) ... 7.5 / 8.3 eV
Total energy ... -814.27083 a.u.

=====

Below is 2 unconnected molecules or ions with the total composition C3H11N2 in a non-equilibrium geometry, with properties calculated with ωB97M-V/def2-TZVPD.

Structure (ORCA input):
```
! RIJCOSX wB97M-V def2-TZVPD def2/J DEFGRID3
* xyz 1 1
N -0.84164 0.37332 -0.31007
N 1.64705 0.47633 1.08393
C 2.79672 0.02004 0.76198
C -2.11999 0.02646 0.44766
C -0.42916 -0.58496 -1.36692
H -0.10666 -1.52293 -0.95945
H -1.17955 -0.71929 -2.15164
H -2.63261 -0.60905 -0.27659
H 2.90626 -1.02501 0.48909
H 3.67130 0.68523 0.81919
H -1.14282 1.20174 -0.82228
H -2.74802 0.87284 0.68148
H -0.03328 0.50273 0.33163
H 0.39156 -0.09520 -1.88781
H 1.64163 1.05692 1.92306
H -1.82081 -0.65918 1.23675
*
```

Molecular weight ... 75.14 g/mol
Energy above the lowest of the compared OMol25 structures with the same formula, charge and spin ... 195.9 kJ/mol
HOMO energy ... -13.8600 eV
Orbital gap ... 10.6 eV
Total energy ... -230.10777 a.u.

=====

Below is 2 unconnected molecules or ions with the total composition C5H13BNO4 in a non-equilibrium geometry, with properties calculated with ωB97M-V/def2-TZVPD.

Structure (ORCA input):
```
! RIJCOSX wB97M-V def2-TZVPD def2/J DEFGRID3
* xyz 1 1
O -4.00223 0.91342 0.72267
O -2.99034 0.52753 -1.46141
O 1.59999 0.18713 1.62248
O 1.73107 -0.86505 -0.72022
N 2.63902 -3.18409 1.39547
C -1.55375 0.28178 -1.63477
C 0.66326 1.52249 -0.46998
C -3.21337 1.17998 -0.18084
C -0.88400 1.15280 -0.46678
C -2.02251 2.28458 -0.25667
B 1.40199 0.20950 0.19562
H -1.79143 2.84033 0.71112
H 0.90064 -1.40240 -0.75739
H 3.66246 -3.22955 1.39306
H 2.31231 -2.90205 2.32425
H 1.05098 1.69653 -1.54041
H -0.99285 0.44621 0.45026
H -1.30425 -0.83914 -1.52922
H -1.19056 0.72113 -2.63248
H 0.80796 -0.28684 1.98374
H 2.25594 -4.10524 1.16361
H -2.19718 2.89858 -1.20793
H 2.32551 -2.49558 0.69822
H 0.79132 2.44794 0.19758
*
```

Molecular weight ... 161.97 g/mol
Energy above the lowest of the compared OMol25 structures with the same formula, charge and spin ... 0.0 kJ/mol
HOMO energy ... -12.6828 eV
Orbital gap ... 8.2 eV
Total energy ... -578.64496 a.u.

=====

Below is a molecular structure, C23H41BrP2Pm in a non-equilibrium geometry, with properties calculated with ωB97M-V/def2-TZVPD.

Structure (ORCA input):
```
! RIJCOSX wB97M-V def2-TZVPD def2/J DEFGRID3
* xyz 1 5
Pm -0.81782 -1.58521 -0.94951
Br -2.27512 -1.73006 1.35712
P 1.70137 -4.36533 -1.92927
P -3.20986 0.27081 -3.21483
C 2.72805 -3.29985 -2.91174
C -0.71239 -4.22023 -1.60134
C -0.85021 -1.80249 -3.52984
C 0.14721 -4.72349 -2.81790
C -2.29985 -1.57441 -3.03609
C 0.03084 -4.22644 -4.25716
C -0.24538 1.22069 -0.74515
C -1.21829 1.69045 1.60953
C -3.49626 0.76804 -4.94685
C 0.89631 0.51166 -1.24603
C 0.77046 0.17141 1.03633
C 2.55992 -5.71103 -1.15624
C -0.29841 1.01787 0.66469
C 1.38505 0.54689 -2.65147
C -4.89535 -0.25833 -2.78782
C 0.45615 -3.50341 -0.90873
C -2.22278 -3.93819 -1.93582
C 1.55752 -0.08665 -0.12594
C -1.09971 2.14659 -1.52324
C 2.94010 -0.62137 -0.14764
C -2.89455 -2.55453 -1.98523
C 1.07325 -0.24515 2.42646
C -0.81503 -2.98532 -4.60009
H 2.18055 -2.82594 -3.74295
H 2.07718 -0.28332 -2.86503
H -2.92446 -1.78207 -3.92337
H 3.64683 0.13795 -0.52356
H 3.03196 -1.49945 -0.79706
H -0.67476 2.00471 2.51115
H -0.39823 -2.55319 -5.52985
H 0.35650 -0.99249 2.79949
H -0.50601 2.94392 -1.99827
H -2.42886 -4.42827 -2.89436
H 2.09379 -6.68858 -1.36864
H -2.54259 1.03036 -5.41587
H -0.84307 -5.11993 -0.96589
H 1.03273 -4.13761 -4.71580
H 1.91648 1.48534 -2.88924
H 0.42852 -3.55554 0.19977
H 0.16075 -5.82659 -2.84044
H -1.66182 2.58049 1.15297
H 3.59184 -5.72342 -1.54421
H 0.55501 0.47243 -3.37188
H -4.12191 1.67405 -4.93791
H -1.63818 1.61839 -2.33934
H 0.02629 -2.02878 -2.87262
H -4.99460 -0.31136 -1.69622
H -0.41003 -5.07851 -4.79922
H -1.83859 -3.29956 -4.85254
H -3.05235 -2.13013 -0.95533
H 3.16653 -2.51251 -2.28745
H -1.86489 2.60463 -0.88615
H 1.01907 0.61692 3.10816
H -5.12749 -1.24215 -3.22105
H -2.81207 -4.52783 -1.21750
H 3.53750 -3.91664 -3.34209
H -0.57052 -0.89488 -4.07983
H 2.07556 -0.68000 2.50303
H -5.61424 0.48811 -3.15021
H -3.93454 -2.73799 -2.28845
H -3.99572 -0.01657 -5.53177
H 2.58641 -5.54631 -0.07003
H -2.03479 1.02939 1.92911
H 3.26366 -0.91677 0.85691
*
```

Molecular weight ... 604.43 g/mol
Energy above the lowest of the compared OMol25 structures with the same formula, charge and spin ... 453.7 kJ/mol
HOMO energy (spin up / spin down) ... -9.4117 / -9.4489 eV
Orbital gap (spin up / spin down) ... 6.9 / 6.9 eV
Total energy ... -4765.74378 a.u.

=====

Below is a molecular structure, C10H13ClI2N2OPSm in a non-equilibrium geometry, with properties calculated with ωB97M-V/def2-TZVPD.

Structure (ORCA input):
```
! RIJCOSX wB97M-V def2-TZVPD def2/J DEFGRID3
* xyz 2 6
Sm -0.57965 -0.01748 0.15478
I 5.69711 -1.58397 -2.03928
I 5.70067 1.11668 -2.01873
Cl -3.05454 -0.03445 0.56084
P -1.28848 0.02988 -2.56582
O 2.66613 0.02768 -1.12484
N 0.16874 0.10830 2.19496
N 3.58429 -1.63359 5.08213
C 1.58431 0.02052 -0.82149
C 0.58769 0.21440 4.87802
C 1.26890 -0.52265 2.68774
C 2.65478 -1.11224 4.60594
C -2.32657 -1.42775 -2.79547
C 1.49381 -0.46175 4.04921
C -0.72072 0.77838 2.97952
C 0.01214 0.04947 -3.78555
C -2.33563 1.48551 -2.75558
C -0.52467 0.83209 4.33863
H 0.76651 0.24541 5.95299
H -1.71039 -2.33378 -2.72294
H 0.62427 0.94593 -3.64020
H -3.11415 -1.46396 -2.03058
H -1.24747 1.35827 4.95432
H 0.63200 -0.84506 -3.66221
H -1.72601 2.39302 -2.65330
H 1.91712 -1.04132 1.97446
H -2.74741 1.39280 -3.76256
H -3.12649 1.49256 -1.99333
H -1.58647 1.23637 2.48962
H -0.52604 0.05874 -4.73394
H -2.74373 -1.30798 -3.79734
*
```

Molecular weight ... 647.82 g/mol
Energy above the lowest of the compared OMol25 structures with the same formula, charge and spin ... 0.0 kJ/mol
HOMO energy (spin up / spin down) ... -13.8610 / -13.8610 eV
Orbital gap (spin up / spin down) ... 5.0 / 5.3 eV
Total energy ... -2627.91288 a.u.

=====

Below is a molecular structure, H3N2O3S in a non-equilibrium geometry, with properties calculated with ωB97M-V/def2-TZVPD.

Structure (ORCA input):
```
! RIJCOSX wB97M-V def2-TZVPD def2/J DEFGRID3
* xyz -1 1
S -0.66293 -0.38360 0.55787
O -2.18838 1.53099 -0.56938
O -1.11110 -1.42951 -0.36454
O -0.81358 -0.73277 1.98721
N 2.33058 0.50602 -0.20828
N 1.37709 -0.38350 -0.31525
H -2.84580 0.83965 -0.40463
H 2.76006 0.43187 0.65932
H 1.15406 -0.37915 -1.34232
*
```

Molecular weight ... 111.10 g/mol
Energy above the lowest of the compared OMol25 structures with the same formula, charge and spin ... 383.0 kJ/mol
HOMO energy (spin up / spin down) ... -3.4224 / -3.4053 eV
Orbital gap (spin up / spin down) ... 6.2 / 6.2 eV
Total energy ... -735.12794 a.u.